# C18H30BN4O3P

A 4-piece molecular cluster, C18H30BN4O3P overall at a distorted geometry (ωB97M-V with the def2-TZVPD basis set, the Open Molecules 2025 dataset).

Each atom is followed by the atoms it is bonded to, with distances in Å.
CARTESIAN COORDINATES (ANGSTROEM)
1 C -0.53279 1.89366 -0.77850  C2 1.609, H13 1.143, H14 1.155, H15 1.156
2 C -0.69835 0.72951 -1.87676  C1 1.609, P3 1.888, H16 1.152, H17 1.154
3 P 0.59419 -0.64404 -1.79483  C2 1.888, C4 1.895, O6 1.736
4 C 0.11667 -2.02039 -0.58267  P3 1.895, C5 1.613, H18 1.143, H19 1.155
5 C -1.47279 -2.28523 -0.64508  C4 1.613, H20 1.141, H21 1.149, H22 1.147
6 O 2.18756 -0.03084 -1.48088  P3 1.736, C7 1.451
7 C 3.07788 -1.11508 -1.84975  O6 1.451, O8 1.261, N9 1.453
8 O 2.93394 -1.55329 -3.02381  C7 1.261
9 N 4.03968 -1.70469 -0.93430  C7 1.453, B10 1.522, H23 1.034
10 B 3.76511 -3.18602 -0.71931  N9 1.522, C11 1.639, O12 1.455
11 C 3.00266 -3.76840 0.61007  B10 1.639, H24 1.148, H25 1.155, H26 1.154
12 O 4.21080 -4.18797 -1.67512  B10 1.455, H27 0.983
13 H 0.54432 2.09630 -0.45524  C1 1.143
14 H -1.18336 1.74062 0.16327  C1 1.155
15 H -0.91454 2.87788 -1.24953  C1 1.156
16 H -0.69975 1.24792 -2.90574  C2 1.152
17 H -1.73330 0.24644 -1.71158  C2 1.154
18 H 0.52273 -1.88382 0.47711  C4 1.143
19 H 0.61059 -2.98246 -0.98763  C4 1.155
20 H -1.99631 -1.50311 -0.00002  C5 1.141
21 H -1.83795 -2.26838 -1.73473  C5 1.149
22 H -1.69953 -3.31736 -0.19874  C5 1.147
23 H 3.99808 -1.24217 -0.00998  N9 1.034
24 H 2.01412 -4.29477 0.35597  C11 1.148
25 H 2.82623 -2.91573 1.36926  C11 1.155
26 H 3.67601 -4.59005 1.06141  C11 1.154
27 H 3.49736 -4.37819 -2.32334  O12 0.983
28 C 2.14520 -3.67821 6.09449  C29 1.417, C32 1.373, H33 1.080
29 C 1.65883 -2.35966 5.91422  C28 1.417, C30 1.373, H34 1.080
30 C 1.01897 -2.32198 4.69983  C29 1.373, N31 1.370, H35 1.079
31 N 1.10506 -3.56817 4.13812  C30 1.370, C32 1.369, H36 1.007
32 C 1.78563 -4.40228 4.98440  C28 1.373, N31 1.369, H37 1.079
33 H 2.69617 -4.05596 6.94288  C28 1.080
34 H 1.76461 -1.53023 6.59764  C29 1.080
35 H 0.51227 -1.51811 4.18763  C30 1.079
36 H 0.72639 -3.83023 3.24283  N31 1.007
37 H 1.95605 -5.43565 4.72358  C32 1.079
38 C -5.78175 0.81915 -2.85218  C39 1.417, C42 1.373, H43 1.080
39 C -6.28535 -0.11286 -1.91112  C38 1.417, C40 1.373, H44 1.080
40 C -5.64564 0.12258 -0.71903  C39 1.373, N41 1.370, H45 1.079
41 N -4.77058 1.15964 -0.90652  C40 1.370, C42 1.370, H46 1.007
42 C -4.85156 1.59340 -2.20353  C38 1.373, N41 1.370, H47 1.079
43 H -6.06899 0.91382 -3.88880  C38 1.080
44 H -7.03362 -0.87149 -2.08642  C39 1.080
45 H -5.73622 -0.35754 0.24348  C40 1.079
46 H -4.16338 1.54362 -0.20104  N41 1.007
47 H -4.24061 2.41241 -2.55167  C42 1.079
48 C 0.68703 7.35540 -0.45790  C49 1.417, C52 1.373, H53 1.080
49 C 0.46104 7.23171 -1.85118  C48 1.417, C50 1.373, H54 1.080
50 C 1.02536 6.04624 -2.25366  C49 1.373, N51 1.369, H55 1.079
51 N 1.58787 5.45182 -1.15564  C50 1.369, C52 1.369, H56 1.007
52 C 1.38132 6.24093 -0.05565  C48 1.373, N51 1.369, H57 1.079
53 H 0.37522 8.16892 0.18013  C48 1.080
54 H -0.05767 7.93211 -2.48881  C49 1.080
55 H 1.07626 5.57618 -3.22400  C50 1.079
56 H 2.07628 4.57138 -1.15686  N51 1.007
57 H 1.74658 5.94272 0.91524  C52 1.079

Properties
- DFT total energy: -1514.7874 Ha
- 2S+1: 1
- Frontier orbital gap: 7.829 eV
- HOMO energy: -7.7714 eV
- Strongest force on any atom: 4.75 eV/A
- Net charge: 0